Record 1
The following is a DFT calculation (ωB97M-V/def2-TZVPD) of an isolated ion of composition C2H5N3 and charge +2.

- 2S+1 = 1
- total charge = +2
- HOMO (hartree) = -0.9020
- SMILES = CC(=[NH2+])[N+]#N
- ΔE to the lowest compared entry with this formula, charge and spin (eV) = 1.379

Each atom is followed by the atoms it is bonded to, with distances in Å.
Positions of all 10 atoms, in Å:
1 C -0.2194 0.0767 0.0128  C6 1.410, N8 1.258, N10 1.676
2 H -1.9852 -0.7898 0.2875  N8 1.037
3 H 1.0543 -1.3356 -0.8477  C6 1.114
4 H 0.5923 -1.6885 0.8091  C6 1.100
5 H 1.8018 -0.4237 0.4344  C6 1.103
6 C 0.8326 -0.8550 0.1321  C1 1.410, H3 1.114, H4 1.100, H5 1.103
7 N 1.0266 2.4756 -0.5323  N10 1.085
8 N -1.4757 0.0882 0.0780  C1 1.258, H2 1.037, H9 1.028
9 H -2.1064 0.8876 -0.0603  N8 1.028
10 N 0.4790 1.5644 -0.3137  C1 1.676, N7 1.085

Atomic partial charges in e from the natural (NBO) method, atoms 1 to 2: 0.733, 0.523


Record 2
The following is a DFT calculation (ωB97M-V/def2-TZVPD) of a 2-piece molecular cluster, C2H5N3 overall.

- 2S+1 = 1
- total charge = +2
- HOMO (hartree) = -0.8488
- ΔE to the lowest compared entry with this formula, charge and spin (eV) = 2.819

Each atom is followed by the atoms it is bonded to, with distances in Å.
Positions of all 10 atoms, in Å:
1 H 0.1571 0.4626 2.2822  N9 1.072
2 H -0.5383 2.1010 -0.6682  C7 1.165
3 N 0.0248 -3.1136 -0.5521  N5 1.086
4 H 1.5238 -0.2135 1.6310  N9 1.060
5 N 0.1589 -2.0495 -0.3839  N3 1.086
6 C 0.1742 0.4986 0.1945  C7 1.323, N9 1.255
7 C -0.5070 0.9497 -0.8463  H2 1.165, C6 1.323, H8 1.284, H10 1.088
8 H -0.2204 0.6961 -2.0717  C7 1.284
9 N 0.6460 0.3061 1.3415  H1 1.072, H4 1.060, C6 1.255
10 H -1.4190 0.3624 -0.9269  C7 1.088

Atomic partial charges in e from the natural (NBO) method, atoms 1 to 2: 0.569, 0.440


Record 3
The following is a DFT calculation (ωB97M-V/def2-TZVPD) of one molecule with the formula C2H5N3O.

- 2S+1 = 1
- HOMO (hartree) = -0.3751
- SMILES = [H]/N=C/N(N)C=O
- ΔE to the lowest compared entry with this formula, charge and spin (eV) = 3.331

Each atom is followed by the atoms it is bonded to, with distances in Å.
Positions of all 11 atoms, in Å:
1 C -0.4263 -0.8058 -0.0737  H6 1.172, N10 1.271, N11 1.322
2 H -1.3375 1.3914 -0.5082  N3 1.081
3 N -0.4547 1.5159 0.1035  H2 1.081, H5 1.147, N11 1.538
4 H -1.8752 -1.9293 -0.0203  N10 1.107
5 H -0.8748 1.2897 1.1461  N3 1.147
6 H 0.3142 -1.6668 -0.3629  C1 1.172
7 C 1.6796 0.2681 -0.1583  H8 1.055, O9 1.257, N11 1.327
8 H 1.9904 1.2742 -0.2260  C7 1.055
9 O 2.3158 -0.7432 0.2338  C7 1.257
10 N -1.6860 -0.8444 0.0937  C1 1.271, H4 1.107
11 N 0.3545 0.2501 -0.2276  C1 1.322, N3 1.538, C7 1.327

Atomic partial charges in e from the natural (NBO) method, atoms 1 to 2: 0.262, 0.382


Record 4
The following is a DFT calculation (ωB97M-V/def2-TZVPD) of one molecule with the formula C2H5N3O2.

- 2S+1 = 1
- HOMO (hartree) = -0.3601
- SMILES = NN(C=O)/C=N/O
- ΔE to the lowest compared entry with this formula, charge and spin (eV) = 6.733

Each atom is followed by the atoms it is bonded to, with distances in Å.
Positions of all 12 atoms, in Å:
1 H -1.8725 -1.4917 1.2539  C2 1.179
2 C -1.5161 -0.3684 1.2889  H1 1.179, O3 1.288, N7 1.312
3 O -1.5762 0.3320 2.3684  C2 1.288
4 N 0.7731 0.7664 -0.9078  O9 1.483, C12 1.284
5 N -0.5420 -1.5004 -0.6463  N7 1.565, H10 1.220, H11 0.940
6 H 2.4526 1.3008 -1.8798  O9 1.084
7 N -0.7253 -0.2312 0.2506  C2 1.312, N5 1.565, C12 1.406
8 H 0.8032 1.1873 1.2365  C12 1.182
9 O 2.0018 1.5971 -0.9396  N4 1.483, H6 1.084
10 H 0.6474 -1.3222 -0.8503  N5 1.220
11 H -0.7108 -1.0369 -1.4463  N5 0.940
12 C 0.2649 0.7671 0.2718  N4 1.284, N7 1.406, H8 1.182

Atomic partial charges in e from the natural (NBO) method, atoms 1 to 2: 0.139, 0.518


Record 5
The following is a DFT calculation (ωB97M-V/def2-TZVPD) of one molecule with the formula C2H5N3O2.

- 2S+1 = 1
- HOMO (hartree) = -0.2919
- SMILES = NC(=O)OC1NN1
- ΔE to the lowest compared entry with this formula, charge and spin (eV) = 4.758

Each atom is followed by the atoms it is bonded to, with distances in Å.
Positions of all 12 atoms, in Å:
1 N -0.5132 -1.3375 -1.4750  C5 1.363, H7 1.005, H10 1.006
2 H 1.8530 0.1999 1.6527  C8 1.086
3 O -0.7147 0.8762 -1.2998  C5 1.200
4 H -1.0941 -0.0123 1.4333  N11 1.022
5 C -0.1877 -0.1340 -0.9232  N1 1.363, O3 1.200, O6 1.496
6 O 1.0547 -0.3918 -0.1302  C5 1.496, C8 1.373
7 H 0.1090 -2.1164 -1.3455  N1 1.005
8 C 0.9259 0.2285 1.0876  H2 1.086, O6 1.373, N9 1.419, N11 1.432
9 N 0.2308 1.4617 0.9845  C8 1.419, N11 1.449, H12 1.013
10 H -1.0586 -1.3234 -2.3206  N1 1.006
11 N -0.2681 0.4163 1.8558  H4 1.022, C8 1.432, N9 1.449
12 H -0.3370 2.1329 0.4804  N9 1.013

Atomic partial charges in e from the natural (NBO) method, atoms 1 to 2: -0.828, 0.183


Record 6
The following is a DFT calculation (ωB97M-V/def2-TZVPD) of one molecule with the formula C2H5N3O2.

- 2S+1 = 1
- HOMO (hartree) = -0.3175
- SMILES = NNC1=NOCO1
- ΔE to the lowest compared entry with this formula, charge and spin (eV) = 5.308

Each atom is followed by the atoms it is bonded to, with distances in Å.
Positions of all 12 atoms, in Å:
1 H 2.8966 -0.1156 -0.8039  N3 1.013
2 H 2.6068 -0.3189 0.9708  N3 1.058
3 N 2.2775 -0.3420 -0.0341  H1 1.013, H2 1.058, N6 1.397
4 C -0.1069 0.3263 -0.0593  N6 1.419, O7 1.307, N11 1.308
5 O -2.2029 0.6514 -0.1969  N11 1.481, C12 1.303
6 N 1.2751 0.6178 -0.1920  N3 1.397, C4 1.419, H8 1.015
7 O -0.6214 -0.8453 -0.3238  C4 1.307, C12 1.478
8 H 1.4411 1.6112 -0.0694  N6 1.015
9 H -1.9695 -0.8893 1.1860  C12 1.162
10 H -2.6536 -1.4370 -0.5248  C12 1.186
11 N -0.9132 1.3554 -0.0115  C4 1.308, O5 1.481
12 C -2.0295 -0.6140 0.0591  O5 1.303, O7 1.478, H9 1.162, H10 1.186

Atomic partial charges in e from the natural (NBO) method, atoms 1 to 2: 0.374, 0.358


Record 7
The following is a DFT calculation (ωB97M-V/def2-TZVPD) of a 2-piece molecular cluster, C2H5N3O3 overall.

- 2S+1 = 1
- HOMO (hartree) = -0.3824
- SMILES = N#[N+][O-].COC(N)=O
- ΔE to the lowest compared entry with this formula, charge and spin (eV) = 2.150

Each atom is followed by the atoms it is bonded to, with distances in Å.
Positions of all 13 atoms, in Å:
1 N -1.6932 -0.7785 0.8009  N4 1.104
2 O 1.0236 0.3183 0.3879  C3 1.454, C6 1.344
3 C 0.7166 1.5540 -0.3135  O2 1.454, H11 1.150, H12 1.145, H13 1.006
4 N -2.4076 -0.0770 0.3354  N1 1.104, O8 1.145
5 N 0.8882 -1.9356 0.2839  C6 1.437, H7 0.998, H9 0.983
6 C 0.5762 -0.6959 -0.3718  O2 1.344, N5 1.437, O10 1.219
7 H 1.5476 -1.9280 1.0325  N5 0.998
8 O -2.9949 0.7322 -0.2227  N4 1.145
9 H 0.1213 -2.4503 0.6194  N5 0.983
10 O -0.0246 -0.6111 -1.4289  C6 1.219
11 H 1.7295 2.0626 -0.5069  C3 1.150
12 H 0.4064 2.2988 0.4988  C3 1.145
13 H 0.1108 1.5105 -1.1149  C3 1.006

Atomic partial charges in e from the natural (NBO) method, atoms 1 to 2: -0.125, -0.504


Record 8
The following is a DFT calculation (ωB97M-V/def2-TZVPD) of one molecule with the formula C2H5N3O3.

- 2S+1 = 1
- HOMO (hartree) = -0.3310
- SMILES = O=CN=C(NO)NO
- ΔE to the lowest compared entry with this formula, charge and spin (eV) = 5.946

Each atom is followed by the atoms it is bonded to, with distances in Å.
Positions of all 13 atoms, in Å:
1 O -1.8735 1.1994 0.5163  H5 1.061, N12 1.360
2 H 2.1013 1.7234 1.0527  C3 1.154
3 C 1.1058 1.1387 1.0569  H2 1.154, N7 1.419, O11 1.245
4 H -0.7925 -2.0288 -1.8854  N10 1.270
5 H -0.9833 1.2824 1.0873  O1 1.061
6 H 1.6394 -0.8977 -1.1108  O9 0.950
7 N 0.9678 0.6448 -0.2665  C3 1.419, C13 1.363
8 H -2.0156 -0.9664 0.3076  N12 1.224
9 O 1.1671 -1.6801 -1.3690  H6 0.950, N10 1.369
10 N -0.1226 -1.3734 -1.0279  H4 1.270, O9 1.369, C13 1.381
11 O 0.3221 1.0682 2.0218  C3 1.245
12 N -1.3810 0.0370 0.0093  O1 1.360, H8 1.224, C13 1.322
13 C -0.1349 -0.1474 -0.3921  N7 1.363, N10 1.381, N12 1.322

Atomic partial charges in e from the natural (NBO) method, atoms 1 to 2: -0.532, 0.144


Record 9
The following is a DFT calculation (ωB97M-V/def2-TZVPD) of one molecule with the formula C2H5N3O3.

- 2S+1 = 1
- HOMO (hartree) = -0.3672
- SMILES = NNC(=O)NOC=O
- ΔE to the lowest compared entry with this formula, charge and spin (eV) = 2.360

Each atom is followed by the atoms it is bonded to, with distances in Å.
Positions of all 13 atoms, in Å:
1 O -0.6159 -0.7802 2.2356  C10 1.260
2 H 0.0233 2.6978 0.7055  N9 1.023
3 H 0.6458 1.2022 2.0916  N13 1.023
4 H 0.9073 -1.4291 -2.5807  C6 1.088
5 H 1.2406 2.1651 -0.1764  N9 1.041
6 C 0.0203 -1.3971 -1.9511  H4 1.088, O8 1.334, O11 1.185
7 N -0.8542 -0.6542 -0.0441  O8 1.400, C10 1.385, H12 1.048
8 O 0.2948 -0.7082 -0.8420  C6 1.334, N7 1.400
9 N 0.3382 1.8467 0.2335  H2 1.023, H5 1.041, N13 1.385
10 C -0.3812 -0.1643 1.1616  O1 1.260, N7 1.385, N13 1.381
11 O -0.9516 -2.0228 -2.2125  C6 1.185
12 H -1.2457 -1.5848 0.2376  N7 1.048
13 N 0.5783 0.8290 1.1414  H3 1.023, N9 1.385, C10 1.381

Atomic partial charges in e from the natural (NBO) method, atoms 1 to 2: -0.620, 0.345


Record 10
The following is a DFT calculation (ωB97M-V/def2-TZVPD) of one molecule with the formula C2H5N3O3.

- 2S+1 = 1
- HOMO (hartree) = -0.3446
- SMILES = N/C(=N\O)C(=O)NO
- ΔE to the lowest compared entry with this formula, charge and spin (eV) = 2.562

Each atom is followed by the atoms it is bonded to, with distances in Å.
Positions of all 13 atoms, in Å:
1 N -1.1408 1.5658 0.2027  H3 1.007, C8 1.337, H11 1.043
2 H -2.7428 -1.6730 0.0247  O6 1.043
3 H -2.1045 1.6394 -0.0812  N1 1.007
4 H 0.3820 -1.9148 -0.1368  O12 0.995
5 C 0.9910 0.5255 -0.0539  N7 1.351, C8 1.535, O9 1.216
6 O -2.4684 -0.6732 -0.0899  H2 1.043, N13 1.400
7 N 1.7445 -0.5829 -0.2207  C5 1.351, H10 1.031, O12 1.423
8 C -0.5324 0.3835 0.0662  N1 1.337, C5 1.535, N13 1.263
9 O 1.5304 1.6158 -0.0557  C5 1.216
10 H 2.7611 -0.5092 -0.0679  N7 1.031
11 H -0.5021 2.3904 0.1879  N1 1.043
12 O 1.2787 -1.8284 0.2854  H4 0.995, N7 1.423
13 N -1.0710 -0.7402 -0.1418  O6 1.400, C8 1.263

Atomic partial charges in e from the natural (NBO) method, atoms 1 to 2: -0.806, 0.489


What is the 2S+1 in the seventh record? 1


Repeat the fourth record exactly.
The following is a DFT calculation (ωB97M-V/def2-TZVPD) of one molecule with the formula C2H5N3O2.

- 2S+1 = 1
- HOMO (hartree) = -0.3601
- SMILES = NN(C=O)/C=N/O
- ΔE to the lowest compared entry with this formula, charge and spin (eV) = 6.733

Each atom is followed by the atoms it is bonded to, with distances in Å.
Positions of all 12 atoms, in Å:
1 H -1.8725 -1.4917 1.2539  C2 1.179
2 C -1.5161 -0.3684 1.2889  H1 1.179, O3 1.288, N7 1.312
3 O -1.5762 0.3320 2.3684  C2 1.288
4 N 0.7731 0.7664 -0.9078  O9 1.483, C12 1.284
5 N -0.5420 -1.5004 -0.6463  N7 1.565, H10 1.220, H11 0.940
6 H 2.4526 1.3008 -1.8798  O9 1.084
7 N -0.7253 -0.2312 0.2506  C2 1.312, N5 1.565, C12 1.406
8 H 0.8032 1.1873 1.2365  C12 1.182
9 O 2.0018 1.5971 -0.9396  N4 1.483, H6 1.084
10 H 0.6474 -1.3222 -0.8503  N5 1.220
11 H -0.7108 -1.0369 -1.4463  N5 0.940
12 C 0.2649 0.7671 0.2718  N4 1.284, N7 1.406, H8 1.182

Atomic partial charges in e from the natural (NBO) method, atoms 1 to 2: 0.139, 0.518


Look up the HOMO of the sixth one. -0.3175 hartree